155
Properties=species:S:1:pos:R:3 method="wB97M-V/def2-TZVPD" homo_energy_ev="-9.01 / -9.85" multiplicity=6 s2=8.78 de_lowest_kcal_mol=88.98 e_lumo_ev="0.1 / -0.4" orbital_gap_ha="0.334 / 0.345"
C 18.72603 -8.00951 -11.34328
C 19.55439 -6.67061 -11.32626
C 19.07741 -5.93778 -10.03956
C 19.73661 -4.66193 -9.66467
C 21.25427 -5.07646 -9.46279
C 21.87487 -5.74622 -10.78801
N 21.06310 -6.84147 -11.24399
O 21.52156 -7.60069 -12.37890
C 22.12193 -4.62665 -11.75351
C 23.23983 -6.21335 -10.29289
C 19.05366 -5.81501 -12.55852
H 18.89484 -8.56521 -12.26567
H 17.68362 -7.95921 -11.02872
H 19.22971 -8.67499 -10.64217
H 18.01240 -5.79237 -10.22045
H 19.06433 -6.57794 -9.15744
H 19.40836 -4.27091 -8.70162
H 19.73058 -3.84761 -10.38920
H 21.35462 -5.70550 -8.57828
H 21.76075 -4.14004 -9.22889
H 22.63519 -4.90859 -12.67284
H 21.21774 -4.11173 -12.07817
H 22.68155 -3.81334 -11.29151
H 22.96074 -6.90584 -9.49874
H 23.80781 -6.75652 -11.04818
H 23.95344 -5.45574 -9.96902
H 18.25210 -6.36606 -13.05040
H 19.87223 -5.74734 -13.27508
H 18.72276 -4.79232 -12.37766
C 10.14073 -2.05107 -13.69119
C 11.06270 -0.84114 -13.90078
C 11.31477 -0.83083 -15.40683
C 12.02814 0.36523 -16.00943
C 11.25598 1.67667 -15.61303
C 11.00854 1.74790 -14.09002
N 10.42648 0.47679 -13.61579
O 9.71794 0.56474 -12.27089
C 12.30123 2.19819 -13.36174
C 10.02885 2.91793 -13.96904
C 12.42928 -1.12507 -13.17528
H 10.68854 -2.94884 -13.97758
H 9.20552 -1.93984 -14.23993
H 9.89642 -2.14187 -12.63281
H 11.85665 -1.72991 -15.70030
H 10.40856 -1.06472 -15.96557
H 12.03216 0.18497 -17.08442
H 13.06467 0.46777 -15.68820
H 10.34193 1.64165 -16.20581
H 11.83889 2.57292 -15.82525
H 12.49734 1.59959 -12.47218
H 13.13768 2.07454 -14.04961
H 12.30353 3.23476 -13.02465
H 9.09771 2.72947 -14.50341
H 9.81149 3.14230 -12.92476
H 10.41365 3.82547 -14.43424
H 12.64216 -2.19364 -13.14444
H 12.32652 -0.92437 -12.10885
H 13.29082 -0.50474 -13.42234
C 13.47699 -5.97321 -4.53834
C 12.14963 -6.39775 -5.22337
C 11.37367 -7.26406 -4.20617
C 10.54079 -6.50655 -3.16354
C 9.66780 -5.47543 -3.80089
C 10.40240 -4.50149 -4.81076
N 11.26782 -5.35711 -5.70965
O 11.72222 -4.61026 -6.86515
C 9.28434 -3.72480 -5.48564
C 11.21064 -3.43870 -4.02559
C 12.60713 -7.41667 -6.26146
H 14.03387 -5.39047 -5.27208
H 14.08250 -6.85626 -4.33422
H 13.37204 -5.43583 -3.59583
H 10.67303 -7.97459 -4.64474
H 12.11637 -7.86394 -3.68021
H 11.16781 -5.93445 -2.47970
H 9.95060 -7.18914 -2.55212
H 9.18215 -4.85621 -3.04669
H 8.85928 -6.03151 -4.27541
H 8.54229 -3.24653 -4.84631
H 9.59604 -2.92734 -6.16018
H 8.70388 -4.38961 -6.12531
H 10.60183 -2.60643 -3.67236
H 11.68597 -3.90505 -3.16264
H 11.99427 -3.10828 -4.70739
H 13.12379 -6.99068 -7.12152
H 11.68896 -7.74389 -6.74929
H 13.06929 -8.34748 -5.93266
C 1.74385 7.07614 -9.40328
C 3.23540 6.78547 -9.52219
C 3.67692 6.97935 -10.96182
C 3.83049 8.42526 -11.35270
C 4.91664 9.02612 -10.43960
C 4.40781 9.00680 -8.98188
N 4.12022 7.56100 -8.60805
O 3.89946 7.27482 -7.14595
C 5.64129 9.45641 -8.23757
C 3.27450 9.92483 -8.63955
C 3.38362 5.23857 -9.27390
H 1.40446 8.10851 -9.48782
H 1.49275 6.74362 -8.39606
H 1.13600 6.42549 -10.03198
H 4.65203 6.50392 -11.06785
H 2.92629 6.49847 -11.58904
H 2.94488 9.06031 -11.33010
H 4.32183 8.55345 -12.31719
H 5.08029 10.03868 -10.80846
H 5.77036 8.36814 -10.60185
H 5.57049 9.59554 -7.15880
H 6.58464 8.93660 -8.40485
H 5.92241 10.48550 -8.46126
H 3.51413 10.98780 -8.66736
H 2.41458 9.88891 -9.30839
H 2.80227 9.71386 -7.68008
H 2.82981 4.68109 -10.02929
H 3.09395 4.87228 -8.28900
H 4.40136 4.84896 -9.25121
C 15.78031 3.24675 -2.90101
C 16.48219 2.14016 -3.62866
C 15.99384 2.20034 -5.13182
C 16.80850 1.29051 -6.10690
C 18.26916 1.66580 -5.92535
C 18.82247 1.54434 -4.52190
N 17.97958 2.33277 -3.52335
O 18.55389 2.36685 -2.18145
C 19.04117 0.06216 -4.15601
C 20.25556 2.11852 -4.61610
C 16.00614 0.78499 -2.99889
H 14.74305 2.95716 -2.73272
H 15.78597 4.21410 -3.40328
H 16.21800 3.43363 -1.92039
H 14.95002 1.91202 -5.25602
H 16.00821 3.23047 -5.48781
H 16.56008 1.41281 -7.16115
H 16.59032 0.27882 -5.76483
H 18.53387 2.68153 -6.21916
H 18.82662 0.97449 -6.55735
H 19.33357 -0.00855 -3.10835
H 18.23259 -0.63089 -4.38835
H 19.94660 -0.29483 -4.64678
H 20.86744 1.94239 -3.73140
H 20.85949 1.71334 -5.42800
H 20.18316 3.18255 -4.84128
H 16.21005 -0.09388 -3.61054
H 14.95445 0.77870 -2.71252
H 16.63455 0.70932 -2.11149
C 19.06832 2.83599 -13.41848
Cl 18.17320 3.83244 -12.27952
Cl 18.37671 2.79149 -15.02146
Cl 19.06410 1.16158 -12.98067
H 20.12023 3.10391 -13.31949
C 5.55291 0.06030 -17.26428
Cl 6.29656 0.74574 -18.80047
Cl 4.22923 -1.05381 -17.72797
Cl 4.85281 1.35020 -16.27699
H 6.24099 -0.55731 -16.68704

154
Properties=species:S:1:pos:R:3 method="wB97M-V/def2-TZVPD" homo_energy_ev=-7.84 smiles="CCN(CC)C(=S)SCCCc1c(CCCCN)cc(C[C@@H]2CO2)c2c1Sc1c(Cl)cccc1N2CCCCO.O=[N+]([O-])c1ccccc1.O=[N+]([O-])c1ccccc1.O=[N+]([O-])c1ccccc1.O=[N+]([O-])c1ccccc1.O=[N+]([O-])c1ccccc1" multiplicity=1 e_lumo_ev=-1.1 orbital_gap_ha=0.248
C -6.56726 4.58608 -4.97477
C -7.01071 3.76419 -3.63267
N -5.90020 3.25699 -2.76305
C -4.70327 2.73927 -3.49193
C -3.49317 3.79347 -3.78294
C -5.60294 4.10690 -1.56284
S -5.57894 5.80355 -1.46781
S -5.26040 3.17106 0.06796
C -4.60193 4.33481 1.37758
C -3.59867 3.54349 2.45753
C -2.08213 4.24511 2.51748
C -1.05539 3.33182 1.60080
C -0.89705 3.50971 -0.05212
C -1.72999 4.64982 -0.88471
C -1.23125 6.11564 -0.31002
C -0.30708 6.88331 -1.43404
C 1.27182 6.54439 -1.03828
N 2.16536 6.68346 -2.28806
C 0.11821 2.52895 -0.92418
C 1.04945 1.35757 -0.25259
C 2.05646 0.33548 -1.04821
C 1.72980 0.52002 -2.79171
C 0.13772 0.01605 -3.26695
O 1.52322 -0.81084 -3.58484
C 0.93793 1.19289 1.40834
C -0.10085 2.16361 2.28985
S -0.06330 1.82197 4.16979
C 1.79911 1.51898 4.47391
C 2.60341 2.11898 5.79213
Cl 1.76841 3.13038 7.10562
C 4.23577 1.85771 5.96713
C 5.02984 0.99165 4.77745
C 4.17850 0.37753 3.47533
C 2.54130 0.62353 3.27222
N 1.79941 0.09711 2.06350
C 0.90238 -1.07549 2.38808
C 1.68035 -2.51393 2.56353
C 2.05171 -2.68226 4.15109
C 3.66982 -2.86591 4.38697
O 4.02879 -4.22916 4.81834
H -7.48007 5.23448 -5.37531
H -5.69394 5.33730 -4.76973
H -6.21330 3.82205 -5.78755
H -7.68108 2.83833 -3.97590
H -7.69432 4.47184 -2.95787
H -4.97717 2.21356 -4.52792
H -4.23938 1.86157 -2.82885
H -2.46863 3.32921 -3.40100
H -3.67419 4.89378 -3.43112
H -3.37161 3.84876 -4.96901
H -5.47859 4.78285 2.03812
H -3.99759 5.24565 0.94743
H -3.54701 2.38927 2.27160
H -4.04649 3.68786 3.54978
H -1.73541 4.12511 3.63401
H -2.09078 5.38246 2.24658
H -2.89398 4.55097 -0.84433
H -1.37813 4.59050 -1.99932
H -0.53339 5.90957 0.62385
H -2.13313 6.77395 0.08262
H -0.46195 8.05701 -1.32447
H -0.50772 6.53526 -2.54068
H 1.69099 7.31438 -0.25817
H 1.39930 5.45899 -0.60209
H 1.67658 7.38493 -2.90855
H 2.18414 5.72988 -2.75327
H 0.16321 2.71587 -2.10284
H 1.83298 -0.79442 -0.82868
H 3.19812 0.55988 -0.91907
H 2.21911 1.52004 -3.37024
H -0.27959 0.33983 -4.31828
H -0.48839 -0.43687 -2.38774
H 4.87345 2.28677 6.86890
H 6.19975 0.80152 4.85116
H 4.73605 -0.24629 2.63721
H 0.16686 -1.21580 1.45942
H 0.22802 -0.93765 3.34003
H 2.56825 -2.68956 1.82208
H 0.87019 -3.35130 2.30497
H 1.50891 -3.63745 4.56643
H 1.65912 -1.75478 4.77686
H 4.22458 -2.66367 3.36313
H 4.01166 -2.01715 5.11974
H 4.32852 -4.68348 3.95629
O 0.05313 -4.87208 1.75401
N -0.09595 -6.06021 2.07623
O -1.18621 -6.58038 2.35334
C 1.10133 -6.90703 2.13846
C 2.35958 -6.35097 1.86942
C 3.49740 -7.15572 1.95389
C 3.37751 -8.50278 2.29915
C 2.12214 -9.05643 2.55632
C 0.97732 -8.26090 2.47778
H 2.46982 -5.30304 1.59918
H 4.47909 -6.73186 1.75345
H 4.26813 -9.12494 2.36924
H 2.03662 -10.10781 2.82191
H 0.00652 -8.70660 2.68427
O 0.15394 -12.93549 4.00998
N -0.65048 -12.15060 3.48599
O -0.56994 -11.73817 2.32003
C -1.77185 -11.67360 4.30421
C -1.88090 -12.08496 5.63975
C -2.93617 -11.60873 6.42015
C -3.87448 -10.73441 5.86947
C -3.76935 -10.33466 4.53615
C -2.71677 -10.80200 3.74663
H -1.15786 -12.76572 6.08373
H -3.02569 -11.91689 7.45966
H -4.69238 -10.36132 6.48352
H -4.50626 -9.65534 4.11339
H -2.64699 -10.47857 2.71016
O 2.96883 3.40459 -4.02198
N 4.15479 3.22228 -4.33494
O 4.81924 2.22586 -4.01603
C 4.81836 4.25985 -5.13344
C 4.11581 5.42082 -5.48465
C 4.75978 6.41510 -6.22363
C 6.09027 6.24794 -6.61092
C 6.78430 5.08610 -6.26875
C 6.15176 4.08604 -5.52752
H 3.07868 5.56624 -5.19043
H 4.22510 7.32274 -6.49539
H 6.58988 7.02846 -7.18220
H 7.82012 4.96192 -6.57682
H 6.70734 3.18787 -5.26605
O 4.86486 10.27485 -7.21582
N 5.13407 9.87867 -6.07203
O 4.68170 8.84273 -5.56386
C 6.04699 10.69507 -5.26299
C 6.55278 11.89395 -5.78418
C 7.40149 12.67841 -5.00080
C 7.74413 12.26598 -3.71214
C 7.24734 11.06638 -3.19954
C 6.39549 10.27483 -3.97248
H 6.29521 12.22928 -6.78646
H 7.79390 13.61386 -5.39385
H 8.40173 12.88381 -3.10298
H 7.52135 10.75031 -2.19541
H 6.01416 9.34422 -3.55738
O -8.35080 -10.77025 4.77449
N -7.66629 -11.52795 4.07089
O -6.85161 -12.35062 4.51309
C -7.82847 -11.44099 2.61466
C -8.71138 -10.49857 2.06962
C -8.84334 -10.40402 0.68288
C -8.10381 -11.24590 -0.14928
C -7.23311 -12.19066 0.39653
C -7.09058 -12.29265 1.78179
H -9.29469 -9.83522 2.70450
H -9.52101 -9.67124 0.25003
H -8.20587 -11.16461 -1.23010
H -6.66242 -12.84522 -0.25855
H -6.40548 -13.03191 2.19151